Density functional theory data (the ωB97M-V functional and the def2-TZVPD basis) for a structure of composition C5H8FO4Sm at a distorted geometry.

ORCA input file:
```
! RIJCOSX wB97M-V def2-TZVPD def2/J DEFGRID3
* xyz 0 8
C 0.2980 1.3980 2.6221
O 0.1690 1.8646 1.3465
C -0.8828 1.7415 3.5406
H 0.4177 0.2754 2.6590
H 1.2225 1.7776 3.1348
H -0.7435 1.3334 4.5568
H -0.9948 2.8363 3.6197
H -1.8216 1.3339 3.1290
C 0.1947 -1.9581 -2.8534
O 1.3133 -1.6669 -2.2138
C 1.1538 -0.4534 -1.4773
C -0.3527 -0.2480 -1.4588
O -0.7975 -1.1900 -2.5199
O 0.1319 -2.8852 -3.6469
F 1.7878 0.5136 -2.1945
H 1.6243 -0.5520 -0.4987
H -0.8057 -0.5873 -0.5235
H -0.6422 0.7537 -1.7804
Sm -1.2721 -4.2872 -5.4411
*
```

HOMO (alpha / beta) (hartree): -0.1696 / -0.1696
Orbital gap (alpha / beta) (eV): 3.085 / 2.660
E_LUMO (alpha / beta) (eV): -1.529 / -1.954
Relative energy (zero: lowest compared OMol25 entry of this formula, charge and spin) (kcal per mole): 84.9